{"formula": "C41H71Br4F4IN2O13P3", "method": "wB97M-V/def2-TZVPD", "gap_ev": 8.22, "e_tot_ha": -14708.9427, "homo_ev": -11.40, "charge": 1, "species": ["I", "Br", "Br", "Br", "Br", "P", "P", "P", "F", "F", "F", "F", "O", "O", "O", "O", "O", "O", "O", "O", "O", "O", "O", "O", "O", "N", "N", "C", "C", "C", "C", "C", "C", "C", "C", "C", "C", "C", "C", "C", "C", "C", "C", "C", "C", "C", "C", "C", "C", "C", "C", "C", "C", "C", "C", "C", "C", "C", "C", "C", "C", "C", "C", "C", "C", "C", "C", "C", "H", "H", "H", "H", "H", "H", "H", "H", "H", "H", "H", "H", "H", "H", "H", "H", "H", "H", "H", "H", "H", "H", "H", "H", "H", "H", "H", "H", "H", "H", "H", "H", "H", "H", "H", "H", "H", "H", "H", "H", "H", "H", "H", "H", "H", "H", "H", "H", "H", "H", "H", "H", "H", "H", "H", "H", "H", "H", "H", "H", "H", "H", "H", "H", "H", "H", "H", "H", "H", "H", "H"], "coordinates": [[-4.411639, -0.802819, 3.027483], [-4.530085, 2.839654, 1.989778], [-3.131752, -5.108999, 2.137845], [-0.200845, -4.817256, 5.797620], [-1.237977, 1.808538, 5.313213], [8.505231, -2.995505, 1.991339], [0.792566, 1.784467, 1.927074], [-8.485459, 3.642731, -6.618476], [0.132718, -3.591824, 3.356990], [-3.006857, -4.444138, -2.863397], [-0.499733, -5.888174, 2.521377], [-1.932966, -6.402485, 4.282368], [-8.899780, 4.113918, -8.153714], [-3.934785, 4.488578, -1.176571], [-6.866895, 4.037901, -6.690161], [-1.456532, -3.711317, -0.338024], [-8.933276, 4.933501, -5.918399], [8.920177, -4.478191, 1.237163], [-4.447732, -2.721852, -2.081467], [8.093201, -2.511248, 0.457790], [-3.185300, 2.647549, -2.371616], [10.125531, -2.614817, 1.920361], [-8.055059, 2.159089, -7.363859], [-2.014003, -1.875402, 1.740510], [8.067400, -1.704607, 2.698703], [-0.670607, 0.899666, 1.320424], [-2.101057, -2.193593, -2.019119], [-7.996165, 0.693348, -5.414553], [0.357667, 3.581535, 2.499923], [-9.215116, 6.499261, -8.443145], [-1.497014, 4.193023, -0.917787], [-1.713275, -2.475412, -0.582073], [1.110032, -2.719431, -1.830469], [-7.318816, 1.167095, -6.682553], [2.529131, -3.219631, -2.455666], [-2.111863, 1.665164, 3.497276], [8.967998, -5.955213, 3.178780], [7.131247, -1.484924, 0.262057], [-1.672861, -1.391726, 4.151237], [11.568272, -3.243831, 3.769066], [1.533864, 1.055888, 3.542689], [2.217092, 2.188516, 4.512852], [9.648280, -5.481301, 1.912715], [-3.253785, -3.125754, -2.303867], [-6.186516, 4.533935, -5.546390], [3.237152, -0.226112, 0.716310], [-5.421723, 3.432086, -4.837016], [-0.263949, -0.406051, 0.577079], [-9.872011, 5.131575, -8.357540], [1.098793, -1.129494, -1.808931], [-3.559597, 3.641161, 4.704369], [-2.918723, 3.768747, -1.524515], [-1.016866, -4.054768, 4.095783], [0.756888, -1.353268, 1.349460], [-2.079981, -2.935905, 4.526474], [-1.671978, -1.266788, 0.449872], [0.229479, -0.200772, -0.915692], [-1.596747, -5.355488, 3.335876], [7.800751, -0.122864, 0.183610], [-3.223518, 2.624650, 3.460293], [-1.285932, 1.933908, 0.357103], [3.784120, -3.526521, -2.762275], [2.983078, -2.128011, 2.509106], [-2.177757, -0.866394, 2.737624], [-0.511339, 2.913527, -0.582736], [10.812890, -2.131057, 3.067299], [-1.825021, 0.671557, 2.293648], [2.311956, -1.435636, 1.161989], [0.482248, 3.391610, -0.308515], [9.736672, -6.328319, 1.224461], [8.014995, -6.438740, 2.941609], [-6.859947, 5.027105, -4.843202], [8.526841, 0.033507, 0.985143], [-10.384432, 4.917637, -9.299721], [-4.822578, 3.840161, -4.018192], [0.905929, 0.757962, -0.846660], [-8.663170, 6.592466, -9.383131], [-3.167221, -3.206310, 4.274676], [3.943393, -1.560067, 2.844689], [10.875930, -3.975910, 4.187287], [-2.064161, -2.935185, 5.698022], [-4.182660, 2.578450, -2.413676], [1.468884, 2.845198, 5.072644], [-2.559033, -0.609448, 0.053023], [7.055993, 0.676894, 0.228342], [-5.475887, 5.287880, -5.899813], [10.145001, -1.635819, 3.774263], [4.881107, -3.885190, -2.717147], [0.389808, -2.450559, 1.139335], [0.528074, -1.256986, 2.494337], [3.303041, -3.216913, 2.332441], [-7.221618, 0.317288, -7.366193], [2.849631, 2.898837, 3.837183], [9.598801, -6.675747, 3.704282], [-4.431064, 4.350313, 4.481404], [2.547438, -2.282629, 0.384773], [2.483054, 0.437956, 3.248902], [-0.476764, 4.077831, 1.900261], [-1.600141, 4.877913, 0.004378], [8.351688, -0.029008, -0.756829], [-7.359074, -0.018647, -4.884448], [0.111160, 3.685054, 3.604006], [8.746701, -5.124089, 3.853216], [-8.492057, 6.667557, -7.641055], [6.368223, -1.515736, 1.045387], [0.287157, -3.121567, -2.536507], [2.237195, -0.850021, -1.737397], [2.274081, -2.118987, 3.412799], [-0.946603, 4.794322, -1.753267], [-1.903274, 2.686120, 1.011609], [10.667039, -5.142925, 2.100184], [-6.303247, 1.516121, -6.495717], [-8.944148, 0.199670, -5.650189], [-10.635788, 5.098815, -7.575819], [-0.354742, 2.412208, -1.628106], [-4.753366, 2.910946, -5.528439], [-3.824285, 3.029052, 5.662921], [1.327135, 4.195296, 2.296848], [4.048787, -0.603289, -0.038364], [-2.100562, 1.444410, -0.327599], [6.614814, -1.687798, -0.681068], [0.863080, 0.309488, 4.086301], [1.012918, -3.245555, -0.795723], [-2.301205, -0.799573, 4.941212], [-2.783309, 0.843845, 1.618831], [-9.967197, 7.291863, -8.404820], [12.172388, -2.846703, 4.589335], [-0.717225, 0.089622, -1.547055], [11.529806, -1.381574, 2.717077], [12.230682, -3.766892, 3.073648], [2.884939, 1.654546, 5.279692], [-2.624122, 4.303762, 4.878313], [3.869554, 0.200301, 1.603871], [-2.485905, -1.233442, -2.023025], [2.756917, 0.682510, 0.213481], [-0.549087, -1.319218, 4.375010], [0.874748, -0.835286, -2.925847], [-6.108470, 2.695836, -4.415480], [-8.226175, 1.525800, -4.744726]], "atomic_forces_ev_per_a": [[0.30, -0.08, -0.16], [1.48, -0.29, 1.09], [0.96, -0.10, 0.94], [-0.23, 0.72, -0.99], [-0.43, -0.66, -1.92], [4.66, 4.98, -6.19], [3.03, 1.58, 1.09], [4.10, 5.18, -6.47], [-2.67, -0.38, 1.13], [-0.14, 4.49, 1.90], [-2.79, 1.22, 2.18], [0.62, 2.70, -2.54], [-0.60, -1.41, 0.79], [4.67, -3.36, -1.63], [0.01, -0.79, 1.24], [-1.24, 6.38, -0.28], [-1.41, -3.64, 2.11], [-2.55, 0.29, 2.18], [6.62, -2.67, -1.52], [-0.79, -1.25, 0.58], [0.76, 1.70, 1.97], [-0.31, -0.80, 1.13], [-2.38, 0.16, 2.25], [1.06, 2.34, -0.94], [-1.62, -3.58, 2.00], [-0.82, 0.69, 0.06], [-1.18, -1.26, 2.47], [-0.21, -0.24, -0.08], [-0.25, 0.66, 0.08], [0.20, 0.12, -0.17], [1.01, -1.14, -1.11], [1.57, -5.44, -0.93], [0.95, -1.51, -0.96], [0.34, -0.50, 0.16], [6.21, -1.05, -0.52], [-3.02, 3.15, -0.46], [-0.23, -0.24, -0.10], [-0.11, 0.38, 0.10], [-0.97, -0.78, 1.18], [0.08, -0.10, -0.03], [1.36, -0.78, 0.84], [-0.28, 0.22, -0.66], [0.43, -0.57, 0.24], [-5.07, 0.79, 0.20], [0.39, 0.34, 0.06], [1.50, 0.78, -0.25], [0.13, -0.17, 0.01], [-0.12, -3.49, -1.57], [-0.28, 0.50, 0.06], [2.35, -0.57, -1.89], [0.27, -0.39, -0.43], [-4.98, 2.66, 1.62], [0.75, -0.57, 0.36], [-1.21, -1.13, 1.93], [0.29, 0.63, 1.14], [-0.76, -0.09, 0.07], [-0.59, 3.21, -0.39], [1.70, -2.46, -0.35], [0.19, 0.13, -0.16], [2.04, -1.16, 1.34], [-2.52, 2.22, -0.65], [-6.60, 1.43, 2.72], [0.29, 0.29, 0.39], [0.02, -0.74, 0.89], [-0.04, 0.77, -2.71], [0.58, 0.30, 0.21], [-3.80, -1.15, 0.59], [2.11, -1.66, -0.25], [-1.30, -1.03, 0.14], [-0.18, 0.22, -0.11], [0.12, 0.04, 0.02], [-0.13, 0.00, -0.18], [-0.25, -0.13, 0.06], [0.19, -0.18, 0.04], [-0.07, 0.15, -0.12], [-1.50, -1.61, -0.30], [-0.10, -0.01, 0.05], [1.83, 0.34, -0.13], [-1.67, -0.92, -0.74], [-0.01, -0.04, 0.08], [0.06, -0.02, -2.29], [1.31, 0.49, 0.04], [1.00, -1.08, -0.80], [1.49, -0.83, 0.98], [0.03, -0.04, -0.03], [-0.12, -0.05, -0.06], [-0.14, 0.01, -0.19], [-2.55, 0.82, -0.46], [0.49, 2.15, 0.36], [0.42, -0.05, -2.07], [-0.65, 1.65, 0.16], [-0.17, 0.21, -0.11], [-0.90, -1.37, 1.35], [-0.06, 0.09, 0.02], [1.26, -1.32, -0.01], [-0.82, 1.81, 1.15], [-2.02, 0.97, 0.00], [1.16, -0.78, 0.77], [-0.43, -1.18, -1.64], [-0.10, 0.00, 0.05], [-0.06, 0.06, 0.02], [0.23, -0.28, -1.48], [0.13, 0.10, 0.10], [-0.24, -0.11, 0.07], [0.16, 0.09, 0.02], [1.32, 0.58, 1.39], [-2.26, -0.33, 0.32], [0.91, -0.05, -1.37], [-1.03, -1.01, 1.50], [1.16, -1.80, -0.77], [-0.05, 0.22, 0.10], [-0.02, 0.22, 0.10], [0.12, 0.05, 0.03], [0.19, 0.09, -0.02], [-0.08, 0.82, 2.01], [-0.02, 0.09, 0.07], [0.66, 1.09, -1.82], [-1.60, -1.27, 0.24], [-1.53, 0.51, 1.39], [1.63, 0.47, 1.48], [0.16, -0.18, -0.01], [0.80, 1.31, -0.54], [0.21, 1.01, -1.95], [1.64, -0.88, -1.49], [2.01, -0.01, 1.44], [0.05, -0.07, -0.03], [-0.06, 0.01, -0.08], [1.70, -0.32, 1.16], [-0.14, -0.04, -0.08], [-0.02, 0.10, 0.07], [-0.96, 0.82, -1.31], [-1.53, -1.28, -0.12], [-1.29, -0.72, -1.50], [-0.16, -0.82, -0.49], [0.41, -1.47, 0.74], [-1.63, 0.23, -0.59], [0.19, -0.38, 2.21], [-0.07, -0.07, 0.05], [0.11, 0.10, 0.09]]}